[1]
The following is a DFT calculation (the ωB97M-V functional and the def2-TZVPD basis) of a 2-piece molecular cluster, C2H8N4 overall in a non-equilibrium geometry.

Bonds (Å) are listed after each position.
Element x y z (Å)
1 C 1.618 -0.558 1.758  C2 1.495, H6 1.089, H7 1.089, H8 1.086
2 C 1.121 -0.404 0.357  C1 1.495, N3 1.259, H5 1.117
3 N 1.096 -1.398 -0.416  C2 1.259, H4 1.022
4 H 0.709 -1.190 -1.339  N3 1.022
5 H 1.037 0.662 0.033  C2 1.117
6 H 0.829 -0.309 2.467  C1 1.089
7 H 2.460 0.112 1.927  C1 1.089
8 H 1.937 -1.582 1.928  C1 1.086
9 N -2.197 1.114 -0.517  N10 1.323, H12 1.021, H13 1.006
10 N -0.977 1.032 -1.020  N9 1.323, N11 1.237
11 N -0.723 0.292 -1.978  N10 1.237, H14 1.042
12 H -2.952 0.524 -0.870  N9 1.021
13 H -2.416 1.920 0.043  N9 1.006
14 H -1.544 -0.214 -2.373  N11 1.042

Results
* SMILES: [H]/N=C/C.[H]/N=N\N
* electronic energy: -8161.510 eV
* frontier orbital gap: 9.90 eV
* energy above the lowest of the compared OMol25 structures with the same formula, charge and spin: 264.5 kJ/mol

[2]
The following is a DFT calculation (the ωB97M-V functional and the def2-TZVPD basis) of a 7-piece molecular cluster, C22H36Cl6O12 overall in a non-equilibrium geometry.

Bonds (Å) are listed after each position.
Element x y z (Å)
1 Cl -1.545 2.446 -4.799  C2 1.780
2 C -1.578 2.537 -3.022  Cl1 1.780, C3 1.475, H5 1.062, H6 1.093
3 C -2.947 2.357 -2.505  C2 1.475, Cl4 1.787, H7 1.064, H8 1.100
4 Cl -2.914 2.347 -0.718  C3 1.787
5 H -1.255 3.502 -2.719  C2 1.062
6 H -0.940 1.757 -2.599  C2 1.093
7 H -3.296 1.383 -2.753  C3 1.064
8 H -3.590 3.195 -2.811  C3 1.100
9 Cl -2.608 -1.172 -3.234  C10 1.838
10 C -4.201 -2.019 -3.585  Cl9 1.838, C11 1.497, H13 1.059, H14 1.133
11 C -5.330 -1.098 -3.930  C10 1.497, Cl12 1.818, H15 1.138, H16 1.062
12 Cl -5.171 -0.405 -5.604  C11 1.818
13 H -4.401 -2.404 -2.618  C10 1.059
14 H -3.967 -2.848 -4.322  C10 1.133
15 H -5.377 -0.245 -3.179  C11 1.138
16 H -6.273 -1.587 -3.907  C11 1.062
17 Cl -1.891 -3.393 2.353  C18 1.731
18 C -2.014 -3.129 0.646  Cl17 1.731, C19 1.585, H21 1.101, H22 1.111
19 C -1.276 -4.291 -0.139  C18 1.585, Cl20 1.820, H23 1.120, H24 1.098
20 Cl 0.514 -4.144 0.159  C19 1.820
21 H -1.525 -2.162 0.453  C18 1.101
22 H -3.091 -3.108 0.375  C18 1.111
23 H -1.482 -4.256 -1.239  C19 1.120
24 H -1.501 -5.288 0.262  C19 1.098
25 C 1.530 4.344 0.377  C26 1.532, H32 1.133, H33 1.104, H34 1.074
26 C 2.507 5.447 0.796  C25 1.532, C27 1.567, O31 1.486, H35 1.106
27 C 3.858 4.857 1.326  C26 1.567, O28 1.463, H36 1.119, H37 1.161
28 O 4.868 5.793 0.828  C27 1.463, C29 1.344
29 C 4.344 6.470 -0.208  O28 1.344, O30 1.218, O31 1.352
30 O 4.960 7.142 -1.017  C29 1.218
31 O 2.999 6.353 -0.275  C26 1.486, C29 1.352
32 H 1.919 3.659 -0.437  C25 1.133
33 H 0.657 4.899 -0.010  C25 1.104
34 H 1.281 3.854 1.300  C25 1.074
35 H 1.937 6.007 1.561  C26 1.106
36 H 4.041 3.867 0.839  C27 1.119
37 H 3.888 4.768 2.483  C27 1.161
38 C 3.969 -4.802 3.767  C39 1.515, H45 1.121, H46 1.062, H47 1.078
39 C 4.635 -4.094 2.605  C38 1.515, C40 1.542, O44 1.418, H48 1.116
40 C 4.004 -4.370 1.226  C39 1.542, O41 1.442, H49 1.139, H50 1.115
41 O 4.009 -3.045 0.656  C40 1.442, C42 1.336
42 C 4.255 -2.113 1.581  O41 1.336, O43 1.178, O44 1.340
43 O 4.304 -0.948 1.410  C42 1.178
44 O 4.510 -2.691 2.763  C39 1.418, C42 1.340
45 H 4.411 -4.739 4.795  C38 1.121
46 H 3.938 -5.832 3.513  C38 1.062
47 H 2.955 -4.437 3.765  C38 1.078
48 H 5.720 -4.346 2.524  C39 1.116
49 H 2.965 -4.834 1.174  C40 1.139
50 H 4.657 -5.011 0.590  C40 1.115
51 C -3.213 0.118 2.985  C52 1.442, H58 1.041, H59 1.098, H60 1.119
52 C -4.479 -0.125 2.338  C51 1.442, C53 1.513, O57 1.485, H61 1.090
53 C -5.199 1.132 1.900  C52 1.513, O54 1.411, H62 1.084, H63 1.114
54 O -5.756 0.789 0.650  C53 1.411, C55 1.380
55 C -5.121 -0.334 0.160  O54 1.380, O56 1.185, O57 1.310
56 O -5.162 -0.722 -0.959  C55 1.185
57 O -4.347 -0.878 1.065  C52 1.485, C55 1.310
58 H -2.650 -0.683 3.337  C51 1.041
59 H -3.395 0.653 3.927  C51 1.098
60 H -2.547 0.770 2.366  C51 1.119
61 H -5.084 -0.741 3.004  C52 1.090
62 H -4.539 1.990 1.851  C53 1.084
63 H -6.057 1.386 2.563  C53 1.114
64 C 1.257 -0.246 -2.022  C65 1.477, H71 1.111, H72 1.124, H73 1.068
65 C 2.371 -0.424 -1.070  C64 1.477, C66 1.543, O70 1.437, H74 1.085
66 C 3.688 0.358 -1.262  C65 1.543, O67 1.375, H75 1.093, H76 1.117
67 O 3.542 1.410 -0.388  C66 1.375, C68 1.355
68 C 2.632 1.128 0.576  O67 1.355, O69 1.203, O70 1.349
69 O 2.479 1.785 1.572  C68 1.203
70 O 1.950 0.016 0.231  C65 1.437, C68 1.349
71 H 1.626 -0.804 -2.909  C64 1.111
72 H 1.123 0.827 -2.328  C64 1.124
73 H 0.286 -0.631 -1.795  C64 1.068
74 H 2.739 -1.443 -0.998  C65 1.085
75 H 3.829 0.800 -2.252  C66 1.093
76 H 4.561 -0.302 -1.040  C66 1.117

Results
* SMILES: C[C@H]1COC(=O)O1.C[C@H]1COC(=O)O1.C[C@H]1COC(=O)O1.C[C@H]1COC(=O)O1.ClCCCl.ClCCCl.ClCCCl
* electronic energy: -123103.288 eV
* frontier orbital gap: 10.58 eV
* energy above the lowest of the compared OMol25 structures with the same formula, charge and spin: 91.7 kJ/mol